## a
Density functional theory data (wB97M-V/def2-TZVPD) for a single CH4N2O3 molecule.

HOMO level, eV: -9.791
SMILES string: O=C(NO)NO
Total charge: 0
LUMO, eV: 0.48

The geometry in XYZ format:
```
10
CH4N2O3 (wB97M-V/def2-TZVPD)
C 0.25275 -0.64910 0.10491
H 0.30630 2.02601 0.53318
H -0.29134 -0.52705 2.01925
H 0.07757 -1.06969 -1.75384
H -1.70150 0.86123 -1.55592
N -0.17843 0.15073 1.08473
N 0.00880 -0.14890 -1.12597
O 0.59560 1.33843 1.34326
O 0.31282 -1.86485 0.33728
O -0.74844 0.85033 -1.62847
```

## b
Density functional theory data (wB97M-V/def2-TZVPD) for 2 unconnected molecules or ions with the total composition CH4N2O3.

HOMO level (spin up / spin down), eV: -7.930 / -7.742
Total charge: 0
LUMO (spin up / spin down), eV: -1.19 / -1.35

The geometry in XYZ format:
```
10
CH4N2O3 (wB97M-V/def2-TZVPD)
C 0.65293 0.93545 -0.04114
N 1.51934 -1.06923 0.24554
N -2.48937 0.00929 -0.22104
O -2.52933 0.43294 0.91394
O -1.42041 -0.04338 -0.85331
O 0.92810 0.04841 0.83584
H 0.20861 1.87913 0.33529
H 0.66156 0.64091 -1.12502
H 1.05921 -1.88816 0.67153
H 1.40938 -0.94536 -0.76164
```

Which of them is most stable, and which least? Most stable: a; least stable: b.

## a
Density functional theory data (wB97M-V/def2-TZVPD) for 2 unconnected molecules or ions with the total composition C3H9NOS.

HOMO level, eV: -8.505
SMILES string: NC=O.CSC
Total charge: 0
LUMO, eV: 0.78

The geometry in XYZ format:
```
15
C3H9NOS (wB97M-V/def2-TZVPD)
C -3.61785 2.41849 0.30106
S -2.65969 1.12966 -0.57561
C -3.37157 -0.30808 0.25163
H -3.37667 3.34535 -0.20048
H -3.24193 2.46882 1.32608
H -4.66862 2.14395 0.28746
H -2.77992 -1.17266 0.01815
H -3.43156 -0.09815 1.31112
H -4.39128 -0.46901 -0.09473
C 5.28361 -0.90863 -0.54731
N 5.22631 -2.24818 -0.34293
O 6.06203 -0.18824 0.02395
H 4.51913 -0.58319 -1.27906
H 4.59859 -2.87811 -0.81580
H 5.84942 -2.65204 0.33648
```

## b
Density functional theory data (wB97M-V/def2-TZVPD) for 2 unconnected molecules or ions with the total composition C3H9NOS.

HOMO level, eV: -9.109
SMILES string: NC=O.CCS
Total charge: 0
LUMO, eV: 0.97

The geometry in XYZ format:
```
15
C3H9NOS (wB97M-V/def2-TZVPD)
C 2.12917 -1.01549 -3.30099
C 3.34299 -1.76297 -2.82821
S 3.27098 -2.08668 -1.02210
H 2.03039 -0.84681 -4.37863
H 1.91256 -0.06787 -2.81522
H 1.20987 -1.56321 -3.09779
H 3.28141 -2.79581 -3.13867
H 4.26941 -1.26696 -3.08093
H 3.35691 -0.84065 -0.57218
C -4.20875 2.54920 4.43135
N -4.14416 1.56296 3.48507
O -3.26938 3.22230 4.76386
H -5.20334 2.68553 4.87850
H -4.75158 0.76937 3.59215
H -3.22648 1.45709 3.08379
```

Which of them is most stable, and which least? Most stable: a; least stable: b.

## a
Density functional theory data (wB97M-V/def2-TZVPD) for a gas-phase ion, C6H9N3O4 (charge +2).

HOMO level (spin up / spin down), eV: -17.075 / -16.570
SMILES string: C=CCOC(=O)/[N+](=N\C=O)C(=[NH2+])O
Total charge: +2
LUMO (spin up / spin down), eV: -8.83 / -12.18

The geometry in XYZ format:
```
22
C6H9N3O4 (wB97M-V/def2-TZVPD)
C -0.56048 1.58890 3.53602
C -0.50477 1.00440 2.30867
C 0.80372 -2.69507 -0.84052
C -0.44548 -0.13481 -3.09615
C -0.16588 0.23959 -0.59876
C 0.74997 0.88062 1.61189
N 0.72525 -1.77333 -1.86697
N -0.34098 -0.95873 -4.07778
N 0.03942 -0.64711 -1.79185
O 1.23648 -2.60181 0.27406
O -1.19341 0.84570 -0.65542
O -1.07711 0.98542 -3.09673
O 0.72652 0.13651 0.31229
H -1.51752 1.91301 3.97254
H 0.28793 1.83988 4.15824
H -1.32014 0.67426 1.72219
H 0.47201 -3.69705 -1.17798
H 1.38313 0.32626 2.26768
H 1.39523 1.84449 1.56840
H -0.19669 -1.97921 -3.88829
H -0.88100 -0.77197 -4.99610
H -1.15323 1.59193 -3.84193
```

## b
Density functional theory data (wB97M-V/def2-TZVPD) for 3 unconnected molecules or ions with the total composition C6H9N3O4.

HOMO level, eV: -15.120
Total charge: +2
LUMO, eV: -8.62

The geometry in XYZ format:
```
22
C6H9N3O4 (wB97M-V/def2-TZVPD)
C 18.89481 0.80514 0.15598
C 17.99224 -0.26416 0.32363
C -9.17032 -0.44323 1.61169
C -11.72162 1.29656 -0.03309
C -8.48182 -1.52317 -1.46281
C 17.67405 -1.43279 -0.25432
N -10.16656 0.14041 0.98996
N -11.63305 0.52567 -1.12766
N -10.78391 1.18841 0.91949
O -8.09547 -0.85652 1.30835
O -7.64877 -2.19648 -1.81096
O -12.62865 2.22468 0.03019
O -9.36850 -0.84392 -1.14327
H 19.01916 1.65835 0.87134
H 19.52516 0.91288 -0.69248
H 17.18801 0.17400 0.90872
H -9.61409 -0.84177 2.62667
H 18.28098 -2.31510 -0.74137
H 16.67773 -1.63054 -0.25221
H -11.08027 -0.31901 -1.39358
H -12.30413 1.00160 -1.69170
H -12.55497 2.73898 0.85745
```

Which of them is most stable, and which least? Most stable: b; least stable: a.